Computed, not measured: a structure of composition CH3PS3 in a non-equilibrium geometry, with ωB97M-V with the def2-TZVPD basis set.

Positions of all 8 atoms, in Å:
S1 -1.106 2.017 1.447
C1 0.026 0.068 -1.179
S2 0.033 -1.082 -0.084
P1 0.198 0.563 1.455
S3 -0.153 -0.291 -2.774
H1 -0.281 -1.617 -2.833
H2 1.528 0.602 1.456
H3 -0.246 -0.261 2.511

Summary:
2S+1 ... 1
Electronic energy ... -1575.717031 Eh
Net charge ... 0
Frontier orbital gap ... 8.37 eV

Computed, not measured: the molecule CH3PS3 in a non-equilibrium geometry, with ωB97M-V with the def2-TZVPD basis set.

Positions of all 8 atoms, in Å:
S1 2.622 -0.518 -0.031
C1 0.959 0.123 -0.030
S2 -0.311 -1.231 0.026
P1 -1.864 0.098 0.405
H1 -2.470 -1.165 0.268
H2 -2.460 0.306 -0.968
H3 2.925 0.709 0.277
S3 0.598 1.678 0.053

Summary:
2S+1 ... 1
Electronic energy ... -1575.767658 Eh
Net charge ... 0
Frontier orbital gap ... 8.62 eV

Computed, not measured: the molecule CH3PS6 in a non-equilibrium geometry, with ωB97M-V with the def2-TZVPD basis set.

Positions of all 11 atoms, in Å:
S1 1.881 1.532 0.237
S2 0.265 2.698 -0.416
S3 -2.930 -0.968 -0.270
P1 -1.153 -0.241 0.022
H1 -0.160 -2.326 -0.729
H2 1.016 -1.217 0.313
S4 -0.748 0.385 1.999
S5 1.421 0.930 2.144
H3 0.912 -0.842 -1.242
C1 0.199 -1.315 -0.469
S6 -0.703 1.364 -1.587

Summary:
2S+1 ... 1
Electronic energy ... -2770.411351 Eh
Net charge ... 0
Frontier orbital gap ... 7.54 eV

Computed, not measured: a structure of composition CH4AgBrN2O in a non-equilibrium geometry, with ωB97M-V with the def2-TZVPD basis set.

Positions of all 10 atoms, in Å:
Ag1 3.554 -0.872 0.049
N1 -0.798 -0.904 0.357
Br1 2.019 0.573 1.001
H1 -0.110 -0.970 1.093
N2 -0.289 1.068 -0.319
C1 -1.041 0.012 -0.516
H2 -0.484 1.862 -0.911
O1 -1.973 -0.063 -1.320
H3 0.546 0.989 0.245
H4 -1.424 -1.696 0.321

Summary:
2S+1 ... 1
Electronic energy ... -2946.221199 Eh
Net charge ... 0
Frontier orbital gap ... 6.93 eV

Computed, not measured: a structure of composition CH4AlO5P in a non-equilibrium geometry, with ωB97M-V with the def2-TZVPD basis set.

Positions of all 12 atoms, in Å:
H1 -1.106 -2.739 2.470
O1 0.184 1.972 -4.103
C1 -0.205 -2.135 2.367
Al1 1.003 1.200 0.614
P1 0.160 2.307 -2.575
O2 1.508 2.526 -1.871
H2 -0.622 -2.003 0.501
O3 -0.871 3.448 -2.254
H3 0.729 -2.697 2.388
O4 -0.342 -1.381 1.177
H4 -0.157 -1.455 3.218
O5 -0.281 0.958 -1.931

Summary:
2S+1 ... 2
Electronic energy ... -1000.071568 Eh
Net charge ... +1
Frontier orbital gap (alpha / beta) ... 5.89 / 5.51 eV

Computed, not measured: a structure of composition CH4BF5N3O13PbS3 in a non-equilibrium geometry, with ωB97M-V with the def2-TZVPD basis set.

Positions of all 31 atoms, in Å:
O1 14.830 -4.752 20.740
O2 19.813 -3.861 16.345
O3 20.204 -3.825 18.400
O4 14.998 -2.310 18.912
F1 16.889 -5.821 20.891
N1 19.515 -7.546 20.812
O5 18.651 -7.783 20.011
H1 15.842 -6.881 17.355
C1 21.832 -9.648 17.408
O6 22.641 -7.138 17.522
F2 16.891 -2.319 17.649
O7 16.767 -3.577 21.663
N2 16.954 -4.196 19.290
F3 21.014 -10.364 16.656
H2 17.496 -7.337 17.019
S1 21.590 -7.824 16.787
F4 23.128 -10.035 17.270
Pb1 18.515 -5.753 18.265
O8 17.156 -1.465 19.803
S2 16.232 -4.383 20.623
O9 20.107 -6.474 20.624
O10 19.803 -8.242 21.790
O11 20.711 -2.171 17.240
B1 16.684 -6.699 16.705
F5 21.408 -9.769 18.737
O12 20.244 -7.430 17.239
O13 21.769 -7.844 15.335
S3 16.431 -2.540 19.162
H3 16.990 -5.665 16.718
H4 16.356 -6.951 15.708
N3 20.210 -3.243 17.308

Summary:
2S+1 ... 1
Electronic energy ... -3094.178179 Eh
Net charge ... -3
Frontier orbital gap ... 7.44 eV

Computed, not measured: the molecule CH4BNO2 in a non-equilibrium geometry, with ωB97M-V with the def2-TZVPD basis set.

Positions of all 9 atoms, in Å:
C1 0.100 -0.489 0.548
N1 0.061 1.230 0.423
H1 -0.600 -0.782 1.327
H2 1.146 -0.493 0.892
O1 -0.971 1.862 0.357
O2 1.143 1.807 0.509
B1 -0.240 -0.939 -0.882
H3 -1.154 -0.599 -1.642
H4 0.515 -1.598 -1.531

Summary:
2S+1 ... 1
Electronic energy ... -270.425348 Eh
Net charge ... 0
Frontier orbital gap ... 10.33 eV

Computed, not measured: a structure of composition CH4BaO in a non-equilibrium geometry, with ωB97M-V with the def2-TZVPD basis set.

Positions of all 7 atoms, in Å:
Ba1 -1.899 1.333 -0.150
H1 1.503 -0.483 1.114
C1 0.854 -0.853 0.313
H2 1.445 -1.510 -0.356
O1 -2.304 3.000 -1.474
H3 0.336 0.007 -0.159
H4 0.065 -1.495 0.712

Summary:
2S+1 ... 1
Electronic energy ... -141.127229 Eh
Net charge ... 0
Frontier orbital gap ... 5.70 eV

Computed, not measured: the molecule CH4Br2Si in a non-equilibrium geometry, with ωB97M-V with the def2-TZVPD basis set.

Positions of all 8 atoms, in Å:
C1 0.857 0.331 -0.244
Si1 -0.851 -0.374 0.268
H1 -2.176 -0.040 -0.284
Br1 1.306 -0.175 -2.092
Br2 -1.277 0.711 2.154
H2 -0.614 -1.883 0.225
H3 1.824 0.027 0.319
H4 0.931 1.402 -0.345

Summary:
2S+1 ... 1
Electronic energy ... -5478.037009 Eh
Net charge ... 0
Frontier orbital gap ... 10.75 eV

Computed, not measured: a structure of composition CH4Br2Si in a non-equilibrium geometry, with ωB97M-V with the def2-TZVPD basis set.

Positions of all 8 atoms, in Å:
H1 -1.646 -1.344 0.856
Si1 -0.953 -0.085 0.493
C1 0.782 0.185 -0.250
Br1 1.815 -1.412 0.001
Br2 1.838 1.739 -0.072
H2 0.427 -0.021 -2.217
H3 -0.717 0.307 1.824
H4 -1.545 0.632 -0.635

Summary:
2S+1 ... 1
Electronic energy ... -5477.833415 Eh
Net charge ... 0
Frontier orbital gap (alpha / beta) ... 8.63 / 8.18 eV

Computed, not measured: the molecule CH4BrFSi in a non-equilibrium geometry, with ωB97M-V with the def2-TZVPD basis set.

Positions of all 8 atoms, in Å:
H1 -0.778 -1.814 0.724
Si1 -0.673 -0.505 -0.126
H2 0.738 1.140 1.137
H3 1.636 -0.054 0.415
H4 1.112 1.225 -0.359
F1 -0.258 -1.134 -1.547
Br1 -2.599 0.600 -0.584
C1 0.822 0.543 0.339

Summary:
2S+1 ... 1
Electronic energy ... -3003.963997 Eh
Net charge ... 0
Frontier orbital gap ... 11.58 eV

Computed, not measured: a cluster of 2 separate species, CH4BrFSi in total in a non-equilibrium geometry, with ωB97M-V with the def2-TZVPD basis set.

Positions of all 8 atoms, in Å:
Si1 -0.686 0.750 0.392
F1 0.834 -1.867 1.409
H1 1.694 -0.121 -0.178
H2 0.791 0.520 -1.613
C1 0.637 -0.031 -0.696
H3 -0.738 1.600 1.507
Br1 -2.934 0.291 -0.119
H4 0.403 -1.142 -0.702

Summary:
2S+1 ... 1
Electronic energy ... -3003.765084 Eh
Net charge ... 0
Frontier orbital gap ... 6.42 eV

2S+1 of number 1 (CH3PS3)? 1

Which formula does entry 5 have? CH4AlO5P

Copy entry 4 word for word.
Computed, not measured: a structure of composition CH4AgBrN2O in a non-equilibrium geometry, with ωB97M-V with the def2-TZVPD basis set.

Positions of all 10 atoms, in Å:
Ag1 3.554 -0.872 0.049
N1 -0.798 -0.904 0.357
Br1 2.019 0.573 1.001
H1 -0.110 -0.970 1.093
N2 -0.289 1.068 -0.319
C1 -1.041 0.012 -0.516
H2 -0.484 1.862 -0.911
O1 -1.973 -0.063 -1.320
H3 0.546 0.989 0.245
H4 -1.424 -1.696 0.321

Summary:
2S+1 ... 1
Electronic energy ... -2946.221199 Eh
Net charge ... 0
Frontier orbital gap ... 6.93 eV